{"formula": "C30H34CdCl5FGe2N3S2", "method": "wB97M-V/def2-TZVPD", "homo_lumo_gap_ev": 6.7662, "charge": -1, "total_energy_ha": -8846.61673, "homo_energy_ev": -4.8, "elements": ["Cd", "C", "S", "C", "S", "N", "N", "C", "C", "C", "C", "C", "C", "N", "H", "H", "H", "H", "H", "H", "H", "H", "C", "C", "Ge", "C", "C", "C", "C", "Ge", "C", "C", "C", "C", "C", "C", "C", "C", "C", "C", "H", "H", "H", "H", "H", "H", "H", "H", "H", "H", "H", "H", "H", "H", "H", "H", "H", "H", "H", "H", "H", "H", "H", "H", "H", "H", "Cl", "C", "C", "C", "Cl", "C", "Cl", "C", "Cl", "C", "Cl", "F"], "coordinates": [[0.5053, -0.3524, 2.0363], [5.1474, -2.9669, 2.7496], [4.9929, -1.4392, 3.7088], [3.2394, -1.1554, 3.6639], [2.1325, -2.3714, 3.3193], [3.0034, 0.0644, 4.0433], [1.7772, 0.5735, 3.9327], [1.5572, 1.6703, 4.5764], [0.3304, 2.4023, 4.4149], [0.2733, 3.7565, 4.7757], [-0.8617, 4.4787, 4.4737], [-1.9311, 3.8237, 3.8758], [-1.8119, 2.4608, 3.6358], [-0.7177, 1.7687, 3.8828], [6.0552, -3.4602, 3.0757], [4.2712, -3.5836, 2.9406], [5.2064, -2.7141, 1.6955], [2.3390, 2.0980, 5.2058], [1.1264, 4.2135, 5.2545], [-0.9099, 5.5378, 4.6889], [-2.8326, 4.3527, 3.6045], [-2.6357, 1.8982, 3.2158], [-3.3775, 3.5162, -1.4466], [-2.8481, 2.7325, -0.2619], [-0.9566, 1.9760, -0.4968], [0.2654, 3.6470, -0.4408], [0.2740, 4.7296, -1.5120], [-0.0794, 0.8644, -1.8873], [0.4006, -0.3797, -1.9648], [0.7638, -1.4488, -0.2505], [2.7687, -1.9126, -0.2673], [3.4913, -2.5957, -1.4185], [-0.2641, -3.2411, -0.1368], [-0.1339, -4.3740, -1.1461], [0.6919, -0.9681, -3.2804], [1.0674, -2.3064, -3.3482], [1.2703, -2.9549, -4.5499], [1.1030, -2.2772, -5.7440], [0.7385, -0.9408, -5.7028], [0.5290, -0.2994, -4.4975], [-4.3509, 3.9482, -1.2129], [-3.4933, 2.8725, -2.3127], [-2.7003, 4.3237, -1.7092], [-3.5289, 1.9247, -0.0059], [-2.7551, 3.3861, 0.6058], [1.2792, 3.2422, -0.3550], [0.0508, 4.1183, 0.5220], [0.5975, 4.3316, -2.4713], [0.9611, 5.5283, -1.2251], [-0.7087, 5.1787, -1.6328], [-0.1631, 1.4667, -2.7882], [2.8976, -2.5228, 0.6313], [3.2731, -0.9628, -0.0552], [3.1228, -3.6094, -1.5641], [4.5568, -2.6607, -1.1923], [3.3801, -2.0404, -2.3478], [-1.3217, -2.9803, -0.0625], [0.0252, -3.6218, 0.8497], [-0.5241, -4.0815, -2.1180], [-0.7044, -5.2424, -0.8104], [0.9008, -4.6916, -1.2619], [1.1799, -2.8388, -2.4245], [1.5557, -3.9979, -4.5539], [1.2390, -2.7801, -6.6931], [0.6070, -0.3868, -6.6231], [0.2255, 0.7359, -4.5142], [-2.0065, -0.7191, 2.6224], [-2.8032, -0.9451, 1.0967], [-2.3956, -0.2382, -0.0392], [-3.1601, -0.5415, -1.1699], [-2.8223, 0.2739, -2.6481], [-4.2198, -1.4399, -1.2025], [-5.1208, -1.7363, -2.6464], [-4.5836, -2.1013, -0.0370], [-5.9293, -3.1746, -0.0237], [-3.8585, -1.8582, 1.1196], [-4.2960, -2.6899, 2.5739], [-0.3668, 1.7075, 1.2614]]}